Molecular formula: C39H38GaGeN3P2S
Method: DFT, ωB97M-V with the def2-TZVPD basis set

Summary:
- M (g mol⁻¹) = 785.1
- HOMO-LUMO gap (eV) = 5.066
- net charge = +4
- LUMO energy (eV) = -13.6035

Element x y z (Å)
Ga: -0.6883 -0.1788 -0.4221
N: 1.4827 -0.8375 1.6588
P: 0.1244 0.0286 2.2022
C: -0.7964 -1.1761 3.2041
C: -0.2772 -1.5041 4.4570
C: -1.0009 -2.3647 5.2647
C: -2.2121 -2.8843 4.8367
C: -2.7020 -2.5826 3.5727
C: -1.9873 -1.7267 2.7510
C: 0.7416 1.3657 3.2245
C: 0.0398 1.7221 4.3820
C: 0.5060 2.7695 5.1543
C: 1.6218 3.4912 4.7470
C: 2.2894 3.1659 3.5687
C: 1.8397 2.1174 2.7915
P: 1.4037 -1.8317 0.2813
C: 3.0916 -2.3740 -0.0334
C: 4.1429 -1.4509 -0.0669
C: 5.4202 -1.8925 -0.3548
C: 5.6433 -3.2350 -0.6501
C: 4.5951 -4.1463 -0.6205
C: 3.3089 -3.7200 -0.3460
C: 0.3765 -3.2475 0.7732
C: 0.7535 -4.0042 1.8830
C: 0.0447 -5.1551 2.1836
C: -1.0143 -5.5556 1.3825
C: -1.3956 -4.7928 0.2842
C: -0.7013 -3.6326 -0.0181
H: 2.4056 -0.4843 1.9071
H: 0.6616 -1.0852 4.7914
H: -0.6179 -2.6067 6.2453
H: -2.7841 -3.5196 5.4958
H: -3.6443 -2.9909 3.2432
H: -2.3505 -1.4766 1.7502
H: -0.8389 1.1682 4.6820
H: -0.0014 3.0303 6.0708
H: 1.9638 4.3238 5.3418
H: 3.1507 3.7390 3.2595
H: 2.3325 1.8708 1.8579
H: 3.9608 -0.4012 0.1319
H: 6.2410 -1.1910 -0.3720
H: 6.6354 -3.5603 -0.9280
H: 4.7784 -5.1886 -0.8291
H: 2.4866 -4.4214 -0.3408
H: 1.5960 -3.6951 2.4833
H: 0.3272 -5.7516 3.0399
H: -1.5421 -6.4695 1.6148
H: -2.2195 -5.1215 -0.3316
H: -0.9679 -3.0293 -0.8918
Ge: -0.7320 3.1039 -3.1926
C: -1.5646 4.0298 -1.6553
C: -2.6842 4.8145 -1.9255
C: -3.3164 5.4949 -0.8988
C: -2.8192 5.4200 0.3931
C: -1.6910 4.6557 0.6637
C: -1.0664 3.9540 -0.3541
C: 1.1408 2.4829 -3.4044
C: 2.0524 2.5139 -2.3469
C: 3.3944 2.2862 -2.5974
C: 3.8269 2.0086 -3.8857
C: 2.9174 1.9398 -4.9299
C: 1.5744 2.1774 -4.6927
H: -1.5336 3.1932 -4.5011
H: -3.0513 4.9049 -2.9398
H: -4.1918 6.0909 -1.1048
H: -3.2978 5.9678 1.1927
H: -1.2932 4.6283 1.6693
H: -0.1740 3.3672 -0.1330
H: 1.7202 2.7564 -1.3409
H: 4.1145 2.3657 -1.7967
H: 4.8778 1.8667 -4.0810
H: 3.2591 1.7352 -5.9318
H: 0.8683 2.1521 -5.5144
S: -1.5758 0.6166 -2.7353
C: -3.0201 0.1170 -3.5923
N: -2.9899 -0.8284 -4.5067
C: -4.3120 -1.0598 -5.0784
C: -5.1943 -0.0678 -4.2924
N: -4.2306 0.6028 -3.4199
H: -2.1608 -1.2948 -4.8467
H: -4.6174 -2.0990 -4.9352
H: -4.3014 -0.8442 -6.1481
H: -5.9675 -0.5694 -3.7029
H: -5.6768 0.6609 -4.9447
H: -4.5072 1.3496 -2.8021

Atomic forces in eV per Å
0.54 -0.38 0.03
-0.18 0.53 -0.57
0.43 -0.84 1.09
-0.14 0.61 -0.58
0.02 0.03 -0.04
0.27 0.10 0.12
-0.12 0.00 -0.11
0.02 0.02 -0.09
-0.11 0.18 -0.27
-0.48 -0.12 -0.72
-0.09 -0.16 0.02
-0.01 0.04 -0.03
-0.04 -0.07 -0.03
0.05 -0.01 -0.11
0.07 -0.05 -0.04
-0.08 -0.83 0.86
-0.63 0.43 -0.37
0.01 0.05 0.04
-0.09 0.15 -0.01
-0.10 0.04 0.01
0.02 -0.01 -0.08
-0.16 -0.02 0.13
0.19 0.45 -0.48
0.03 0.08 -0.03
0.17 0.08 0.16
-0.10 0.09 -0.15
-0.10 -0.06 0.03
0.01 0.24 -0.22
-0.01 0.08 -0.02
0.03 0.00 0.12
0.01 -0.06 0.07
-0.03 -0.09 0.04
-0.08 -0.07 -0.04
-0.11 -0.07 0.28
-0.02 0.01 0.07
-0.06 0.02 0.04
0.07 0.06 0.08
0.05 0.04 -0.01
0.12 0.08 -0.01
0.08 0.07 -0.03
0.05 0.03 0.01
0.06 -0.06 0.09
0.01 -0.09 -0.05
0.02 -0.09 -0.04
0.09 -0.06 0.14
0.04 -0.01 0.03
-0.05 -0.04 -0.01
-0.04 0.03 -0.06
-0.02 -0.25 0.06
0.44 0.10 0.58
0.64 -0.54 -0.92
0.04 -0.17 -0.24
-0.09 0.08 0.09
0.03 -0.01 -0.01
0.07 -0.08 0.05
0.23 -0.21 0.06
-1.20 0.48 0.34
-0.17 0.07 0.17
0.01 -0.05 0.16
-0.04 0.01 -0.04
0.00 -0.01 -0.02
-0.26 0.05 -0.11
0.13 0.03 0.15
-0.10 0.05 -0.03
-0.05 0.10 -0.05
-0.04 0.03 -0.01
0.02 -0.03 0.01
-0.07 0.13 -0.01
0.09 0.13 -0.06
0.06 -0.02 0.08
0.12 -0.03 -0.03
0.03 -0.04 -0.12
0.06 0.03 -0.06
0.79 0.04 0.45
-0.26 -0.24 0.44
0.29 0.03 0.15
-0.55 -0.21 -0.46
-0.66 -0.11 -0.38
0.14 -0.03 0.06
0.07 0.14 0.19
0.08 0.15 -0.01
0.01 -0.05 0.08
0.18 0.11 -0.04
0.01 -0.06 0.06
0.31 0.01 0.15

Electronic structure analysis, Mulliken charges in units of e: number 1, Ga, carries 1.37; number 2, N, carries -0.29; number 3, P, carries 0.48; number 4, C, carries 0.68; number 5, C, carries -0.48; number 6, C, carries -0.85; number 7, C, carries -0.61; number 8, C, carries -0.73; number 9, C, carries -0.08; number 10, C, carries 0.72; number 11, C, carries -0.69; number 12, C, carries -0.75; number 13, C, carries -0.51; number 14, C, carries -0.85; number 15, C, carries -0.28; number 16, P, carries 0.73; number 17, C, carries 0.93; number 18, C, carries -0.35; number 19, C, carries -0.81; number 20, C, carries -0.54; number 21, C, carries -0.76; number 22, C, carries -0.54; number 23, C, carries 0.32; number 24, C, carries -0.11; number 25, C, carries -0.88; number 26, C, carries -0.63; number 27, C, carries -0.78; number 28, C, carries -0.32; number 29, H, carries 0.48; number 30, H, carries 0.58; number 31, H, carries 0.50; number 32, H, carries 0.48; number 33, H, carries 0.50; number 34, H, carries 0.01; number 35, H, carries 0.56; number 36, H, carries 0.47; number 37, H, carries 0.48; number 38, H, carries 0.47; number 39, H, carries 0.42; number 40, H, carries 0.29; number 41, H, carries 0.46; number 42, H, carries 0.44; number 43, H, carries 0.45; number 44, H, carries 0.42; number 45, H, carries 0.49; number 46, H, carries 0.50; number 47, H, carries 0.47; number 48, H, carries 0.47; number 49, H, carries 0.42; number 50, Ge, carries 0.22; number 51, C, carries 0.62; number 52, C, carries -0.59; number 53, C, carries -0.67; number 54, C, carries -0.58; number 55, C, carries -0.79; number 56, C, carries 0.11; number 57, C, carries 0.71; number 58, C, carries -0.30; number 59, C, carries -0.69; number 60, C, carries -0.57; number 61, C, carries -0.77; number 62, C, carries -0.40; number 63, H, carries 0.10; number 64, H, carries 0.41; number 65, H, carries 0.44; number 66, H, carries 0.44; number 67, H, carries 0.52; number 68, H, carries 0.31; number 69, H, carries 0.41; number 70, H, carries 0.52; number 71, H, carries 0.45; number 72, H, carries 0.45; number 73, H, carries 0.41; number 74, S, carries -0.43; number 75, C, carries 0.27; number 76, N, carries -0.05; number 77, C, carries -0.44; number 78, C, carries -0.46; number 79, N, carries -0.06; number 80, H, carries 0.22; number 81, H, carries 0.30; number 82, H, carries 0.32; number 83, H, carries 0.31; number 84, H, carries 0.33; number 85, H, carries 0.21

***

Molecular formula: C39H39Br2CeI2N8O2S2
Method: DFT, ωB97M-V with the def2-TZVPD basis set

Summary:
- M (g mol⁻¹) = 1269.7
- HOMO-LUMO gap (spin up / spin down) (eV) = 5.719 / 5.722
- <S²> = 0.751
- spin multiplicity = 2
- LUMO energy (spin up / spin down) (eV) = -0.1003 / -0.0978

Element x y z (Å)
Ce: -0.1036 -0.9239 0.3754
I: 1.0489 -1.1217 3.2148
C: 1.2184 -4.4910 2.0008
I: 1.8285 -3.3945 0.1831
H: 1.3525 -5.5482 1.7428
H: 1.9799 -4.2417 2.7459
O: -2.1206 -1.1070 -0.7224
S: -2.2239 0.2622 -1.2345
O: -3.4952 0.8852 -0.9828
N: -0.9826 0.9612 -0.5703
C: -0.6899 2.2836 -0.6935
C: -1.2333 3.1576 -1.6153
C: -0.7661 4.4699 -1.7025
C: 0.2263 4.9372 -0.8809
C: 0.7704 4.0961 0.1096
C: 1.7708 4.5038 1.0193
C: 2.1972 3.6240 1.9774
C: 1.6542 2.3299 2.0058
N: 0.7607 1.8902 1.1515
C: 0.3084 2.7589 0.2139
C: -2.0235 0.2636 -3.0196
C: -0.7712 0.1954 -3.5993
C: -0.6506 0.3046 -4.9758
C: -1.7824 0.4911 -5.7547
C: -3.0359 0.5664 -5.1665
C: -3.1541 0.4574 -3.7915
H: -2.0166 2.8115 -2.2730
H: -1.1905 5.1211 -2.4517
H: 0.5923 5.9507 -0.9684
H: 2.1695 5.5084 0.9590
H: 2.9449 3.8981 2.7086
H: 1.9697 1.6338 2.7675
H: 0.1005 0.0894 -2.9711
H: 0.3273 0.2570 -5.4344
H: -1.6842 0.6003 -6.8245
H: -3.9141 0.7232 -5.7749
H: -4.1035 0.5575 -3.2900
Br: -4.9227 -5.7997 2.9213
C: -3.7018 -4.3806 2.5547
C: -2.3484 -4.6243 2.4294
C: -1.5248 -3.5593 2.0898
N: -1.9719 -2.3149 1.8873
C: -3.2893 -2.0660 2.0623
C: -4.1772 -3.0947 2.4084
C: -3.8575 -0.7348 1.8183
C: -5.1030 -0.6537 1.2068
C: -5.6760 0.5591 0.8936
Br: -7.3688 0.6451 0.0677
C: -4.9666 1.7275 1.1666
C: -3.7331 1.6306 1.7282
N: -3.1551 0.4351 2.0933
H: -1.9147 -5.5971 2.5908
H: -0.3847 -3.8246 2.0750
H: -5.2195 -2.8838 2.5800
H: -5.6058 -1.5677 0.9345
H: -5.3725 2.6947 0.9218
H: -3.1324 2.5129 1.8950
C: 4.2601 0.0960 -3.0600
C: 3.7468 1.1058 -2.2662
C: 2.5728 0.8741 -1.5660
N: 1.8907 -0.2714 -1.6181
C: 2.3798 -1.2257 -2.4197
C: 3.5456 -1.0875 -3.1495
H: 5.1879 0.2259 -3.5967
H: 4.2560 2.0516 -2.1619
H: 2.1613 1.6555 -0.9419
H: 1.8046 -2.1395 -2.4935
H: 3.8947 -1.9025 -3.7612
C: -3.4763 -3.0225 -3.6768
C: -2.6084 -3.9126 -2.7826
C: -1.4015 -3.2372 -2.4007
N: -0.4622 -2.6610 -2.0836
H: -4.3882 -3.5509 -3.9446
H: -2.9467 -2.7412 -4.5861
H: -3.7462 -2.1155 -3.1409
H: -2.3472 -4.8458 -3.2884
H: -3.1557 -4.1511 -1.8654
S: 4.1506 0.0045 0.7571
C: 4.8741 0.5992 2.1352
N: 6.0969 1.1598 2.0571
C: 6.8364 1.6620 3.1948
C: 6.3350 0.9822 4.4661
C: 4.8175 1.1186 4.5223
N: 4.2479 0.5738 3.3142
H: 6.5296 1.1504 1.1481
H: 6.7059 2.7508 3.2713
H: 7.8996 1.4559 3.0461
H: 6.7911 1.4368 5.3438
H: 6.5912 -0.0771 4.4332
H: 4.5450 2.1777 4.6122
H: 4.3963 0.5829 5.3727
H: 3.3973 0.0247 3.3713
C: -1.9761 0.4317 2.7035
H: -1.7252 -0.4272 3.2985
H: -1.5330 1.3838 2.9532

Atomic forces in eV per Å
2.22 -1.11 2.46
0.33 0.06 0.69
0.06 -0.30 0.35
0.53 -0.90 0.30
0.22 0.03 -0.33
0.19 0.15 -0.23
-0.86 -0.24 -0.32
-1.36 1.43 -1.00
0.44 -0.09 -0.58
-1.25 -0.45 -0.93
0.37 1.48 -0.25
0.06 -0.63 0.33
0.33 0.53 0.06
-0.23 0.05 -0.20
-0.07 -0.43 0.03
0.03 -0.20 0.26
-0.05 0.39 -0.28
-0.11 -0.34 0.01
0.15 -0.18 -0.10
-0.19 0.46 -0.16
-0.01 0.06 0.42
0.24 -0.01 0.14
-0.01 -0.03 0.07
0.02 0.00 -0.06
0.03 -0.04 0.03
-0.24 0.10 0.09
-0.03 0.09 -0.09
-0.05 0.09 -0.06
-0.01 0.07 -0.02
0.01 0.04 0.00
0.02 0.02 0.00
0.00 -0.17 0.01
0.06 -0.05 -0.04
0.04 0.01 0.00
0.00 -0.02 -0.10
-0.07 0.02 -0.02
-0.19 0.00 -0.05
0.19 0.24 0.00
0.26 -0.24 -0.01
-0.48 0.12 -0.03
0.49 -0.07 0.12
-0.46 0.10 -0.26
0.17 -0.63 0.15
0.06 0.34 0.03
-0.39 0.24 -0.40
-0.03 0.51 -0.03
-0.05 -0.01 0.21
-0.05 -0.02 -0.07
-0.11 -0.51 0.11
-0.32 0.59 -0.15
-0.51 -0.26 -0.04
0.07 -0.14 -0.02
-0.44 0.23 -0.22
-0.08 0.05 0.02
-0.01 -0.05 0.02
0.05 0.12 -0.04
0.07 -0.13 0.17
-0.24 0.13 0.09
-0.01 -0.10 -0.18
-0.14 0.29 -0.12
-0.04 -0.03 0.02
0.03 -0.24 -0.16
0.03 0.05 0.08
0.07 0.02 -0.05
-0.01 0.05 0.05
0.07 -0.08 0.04
0.01 0.05 0.08
0.00 -0.14 -0.06
0.00 -0.02 0.04
-0.74 -0.29 -0.21
0.84 0.18 0.19
-0.03 0.08 -0.19
-0.03 -0.02 -0.04
-0.01 0.02 -0.01
-0.04 0.01 -0.03
-0.03 0.03 0.12
0.11 -0.12 -0.05
-0.03 -0.29 -0.29
-0.18 -0.03 -0.39
0.23 0.07 0.26
0.09 0.09 0.30
-0.15 0.17 -0.14
0.24 0.11 0.14
0.22 -0.03 0.22
-0.21 -0.06 0.04
0.10 -0.10 0.09
-0.09 0.06 0.00
0.05 -0.01 0.01
0.06 -0.03 0.07
0.02 -0.02 0.15
0.02 0.04 -0.01
-0.13 -0.06 -0.18
0.87 -0.11 0.41
0.13 -0.02 -0.21
-0.13 0.02 -0.08

Electronic structure analysis, Mulliken charges in units of e: number 1, Ce, carries 0.39; number 2, I, carries -0.30; number 3, C, carries -0.87; number 4, I, carries 0.06; number 5, H, carries 0.34; number 6, H, carries 0.18; number 7, O, carries -0.43; number 8, S, carries 1.96; number 9, O, carries -0.69; number 10, N, carries 0.43; number 11, C, carries 0.17; number 12, C, carries -0.57; number 13, C, carries -0.96; number 14, C, carries -0.99; number 15, C, carries 1.35; number 16, C, carries -1.17; number 17, C, carries -0.80; number 18, C, carries -0.42; number 19, N, carries 1.04; number 20, C, carries -0.73; number 21, C, carries 0.07; number 22, C, carries -0.11; number 23, C, carries -0.74; number 24, C, carries -0.69; number 25, C, carries -0.69; number 26, C, carries -0.45; number 27, H, carries 0.68; number 28, H, carries 0.44; number 29, H, carries 0.44; number 30, H, carries 0.44; number 31, H, carries 0.47; number 32, H, carries 0.15; number 33, H, carries -0.02; number 34, H, carries 0.51; number 35, H, carries 0.40; number 36, H, carries 0.47; number 37, H, carries 0.46; number 38, Br, carries -0.19; number 39, C, carries -0.31; number 40, C, carries -0.89; number 41, C, carries 0.37; number 42, N, carries 0.82; number 43, C, carries -0.05; number 44, C, carries -0.95; number 45, C, carries 1.51; number 46, C, carries -0.90; number 47, C, carries -0.63; number 48, Br, carries -0.20; number 49, C, carries -0.54; number 50, C, carries -0.39; number 51, N, carries 0.42; number 52, H, carries 0.57; number 53, H, carries -0.32; number 54, H, carries 0.74; number 55, H, carries 0.54; number 56, H, carries 0.46; number 57, H, carries 0.33; number 58, C, carries -0.49; number 59, C, carries -0.50; number 60, C, carries -1.04; number 61, N, carries 1.35; number 62, C, carries -0.38; number 63, C, carries -1.12; number 64, H, carries 0.44; number 65, H, carries 0.53; number 66, H, carries 0.33; number 67, H, carries 0.33; number 68, H, carries 0.51; number 69, C, carries -0.87; number 70, C, carries -0.56; number 71, C, carries 0.19; number 72, N, carries 0.03; number 73, H, carries 0.43; number 74, H, carries 0.28; number 75, H, carries 0.11; number 76, H, carries 0.43; number 77, H, carries 0.22; number 78, S, carries -0.20; number 79, C, carries -0.09; number 80, N, carries -0.11; number 81, C, carries -0.60; number 82, C, carries -0.69; number 83, C, carries -0.59; number 84, N, carries 0.43; number 85, H, carries 0.23; number 86, H, carries 0.28; number 87, H, carries 0.37; number 88, H, carries 0.36; number 89, H, carries 0.32; number 90, H, carries 0.21; number 91, H, carries 0.38; number 92, H, carries -0.26; number 93, C, carries -1.36; number 94, H, carries 0.79; number 95, H, carries 0.07

***

Result set for maximum force: 1.44; 3.50 eV/A, one per record in the order listed.
Result set for energy: -183796.41898; -247977.83968 eV, one per record in the order listed.